# C52H112N8O22

15 unconnected molecules or ions with the total composition C52H112N8O22 at a distorted geometry (the ωB97M-V functional and the def2-TZVPD basis, the OMol25 dataset).

Net charge ... 0
Relative energy (zero: lowest compared OMol25 entry of this formula, charge and spin) ... 177.2 kJ/mol

The geometry in XYZ format:
```
194
Properties=species:S:1:pos:R:3:forces:R:3:mulliken_charge:R:1
C 2.850 -0.509 3.976 0.7 -0.2 1.6 0.237
O 2.370 -1.023 4.986 -0.6 0.1 -0.6 -0.770
N 4.057 0.073 4.036 0.1 0.5 -1.3 0.555
C 4.856 0.191 5.235 -0.1 0.6 0.3 -1.164
C 4.631 0.732 2.849 0.4 -0.6 0.9 -1.203
H 2.397 -0.476 2.976 -0.3 -0.1 0.0 0.334
H 4.576 1.085 5.802 0.0 0.1 -0.1 0.283
H 5.881 0.345 4.903 0.1 -0.2 0.2 0.419
H 4.769 -0.628 5.943 -0.1 -0.4 -0.4 0.307
H 3.927 0.748 2.023 -0.1 0.0 0.0 -0.057
H 4.954 1.731 3.135 -0.1 0.1 -0.3 0.735
H 5.512 0.144 2.575 0.1 0.2 -0.3 0.417
C 5.660 3.047 -3.530 0.7 -1.2 0.9 0.483
O 6.452 3.660 -4.214 -0.5 0.4 -0.2 -0.639
N 4.929 3.538 -2.497 0.1 1.5 -0.4 0.206
C 4.342 2.717 -1.481 0.5 -0.2 0.4 0.328
C 5.063 4.955 -2.202 -0.3 0.1 0.8 -0.854
H 5.569 1.946 -3.569 -0.1 0.1 -0.4 0.079
H 4.863 2.880 -0.528 -0.1 0.0 0.0 0.428
H 4.514 1.671 -1.741 -0.5 0.0 0.0 -0.429
H 3.292 2.973 -1.315 -0.1 -0.3 -0.2 -0.332
H 5.862 5.176 -1.484 0.5 -0.2 -0.4 0.331
H 5.191 5.522 -3.117 0.1 0.0 0.0 0.331
H 4.194 5.306 -1.633 -0.4 -0.1 -0.5 0.106
C -2.799 -1.553 4.994 -0.5 0.8 -1.0 0.295
O -3.145 -2.564 4.418 0.1 -0.2 0.3 -0.627
N -3.648 -0.561 5.369 0.6 0.4 0.3 0.246
C -3.147 0.595 6.097 -0.5 0.0 0.3 -0.747
C -5.084 -0.632 5.258 -0.3 -0.7 0.2 -0.951
H -1.758 -1.209 5.109 0.2 -0.5 0.2 0.160
H -3.669 1.492 5.759 0.0 0.0 -0.1 0.380
H -2.081 0.768 5.983 0.0 -0.3 -0.2 -0.029
H -3.386 0.475 7.159 0.1 0.1 0.1 0.367
H -5.416 -1.650 5.055 0.3 0.0 -0.2 0.328
H -5.529 -0.380 6.223 -0.1 0.3 -0.1 0.412
H -5.467 0.011 4.463 0.0 0.2 0.1 0.148
C -2.295 3.806 2.386 -0.8 0.3 -0.6 0.919
O -1.781 4.764 1.841 0.7 0.2 0.1 -0.706
N -3.537 3.368 2.044 0.3 -0.6 0.7 0.292
C -4.176 2.308 2.797 -1.0 -0.1 -0.4 -0.239
C -4.321 4.032 1.047 -1.2 0.5 -0.6 -1.010
H -1.818 3.219 3.178 -0.1 -0.1 0.0 -0.146
H -3.538 1.823 3.531 0.3 0.3 0.0 -0.355
H -4.573 1.514 2.157 0.3 0.0 -0.3 -0.031
H -5.080 2.707 3.265 0.1 0.1 0.4 0.448
H -5.346 4.280 1.359 0.2 -0.2 0.7 0.361
H -3.920 4.996 0.747 0.6 -0.2 0.0 0.367
H -4.536 3.405 0.185 0.6 -0.1 -0.2 0.092
C 4.705 -1.120 -0.395 -0.8 -0.1 0.5 0.003
O 3.490 -0.983 -0.370 0.0 0.3 -0.1 -0.179
N 5.371 -1.944 0.426 1.2 -0.8 0.0 0.329
C 6.826 -2.106 0.302 -0.7 0.3 0.1 -1.063
C 4.782 -2.723 1.504 -0.2 0.7 0.2 -0.649
H 5.342 -0.529 -1.069 0.1 -0.2 -0.1 -0.002
H 7.093 -1.789 -0.702 0.4 0.1 0.1 0.371
H 7.124 -3.145 0.441 -0.2 -0.1 -0.2 0.315
H 7.328 -1.541 1.090 0.2 0.2 -0.2 0.331
H 5.058 -3.773 1.429 -0.1 -0.1 -0.1 0.462
H 5.174 -2.322 2.443 0.0 -0.2 0.1 0.340
H 3.702 -2.604 1.551 0.0 0.0 -0.3 -0.186
C 0.337 1.577 4.713 -0.2 -0.4 -0.7 -0.712
O -0.428 1.588 3.753 -0.2 0.4 0.2 -0.344
N 0.955 2.661 5.232 0.1 -0.6 0.0 0.507
C 0.623 3.981 4.735 -0.1 -0.6 -0.6 -0.675
C 1.921 2.495 6.304 -0.7 0.1 0.3 -0.988
H 0.558 0.591 5.145 0.5 0.3 0.5 0.692
H -0.064 3.810 3.909 -0.1 0.2 0.1 -0.074
H 1.500 4.437 4.274 0.1 0.4 0.5 0.291
H 0.124 4.593 5.485 0.3 0.1 0.1 0.330
H 2.823 3.079 6.124 0.0 0.0 -0.1 0.334
H 1.448 2.831 7.232 0.3 0.1 0.1 0.357
H 2.159 1.437 6.412 0.1 0.0 -0.1 0.274
C 0.956 -5.887 2.894 -1.2 0.0 0.1 0.136
O 0.342 -6.924 2.723 0.4 -0.2 -0.2 -0.649
N 0.485 -4.852 3.619 1.0 0.3 0.0 0.241
C 1.285 -3.635 3.714 -0.4 0.2 0.1 -0.440
C -0.838 -4.791 4.185 -0.9 0.1 -0.1 -0.987
H 1.916 -5.645 2.415 0.2 -0.2 0.1 0.377
H 0.782 -2.758 3.301 -0.3 -0.1 0.1 0.160
H 2.197 -3.723 3.125 0.2 -0.3 0.2 -0.143
H 1.508 -3.417 4.756 0.2 0.0 0.0 0.428
H -1.416 -5.713 4.197 0.6 -0.4 -0.5 0.349
H -0.865 -4.486 5.233 0.4 0.4 -0.1 0.280
H -1.413 -4.089 3.581 -0.2 0.2 0.3 0.311
C 4.019 4.826 1.808 0.8 -1.2 -0.4 -0.184
O 4.747 4.006 2.358 -0.1 0.6 0.4 -0.526
N 2.817 4.508 1.312 -0.2 0.6 -0.5 0.686
C 2.057 5.422 0.476 -1.1 -0.3 0.6 -0.927
C 2.127 3.289 1.689 0.1 0.2 0.1 0.463
H 4.354 5.847 1.578 -0.1 0.1 0.0 0.358
H 1.700 4.889 -0.410 0.2 0.1 -0.1 0.148
H 2.569 6.331 0.172 0.4 -0.1 0.2 0.368
H 1.154 5.690 1.036 0.0 0.2 -0.2 0.358
H 2.793 2.667 2.277 0.1 0.0 0.0 -0.018
H 1.260 3.550 2.293 -0.2 -0.1 -0.1 -0.520
H 1.779 2.747 0.810 0.1 0.0 -0.1 -0.264
O -5.755 -3.065 -1.952 -0.3 0.3 0.3 -0.614
C -4.890 -3.482 -1.230 -0.2 -0.3 -0.4 0.491
O -4.526 -2.931 -0.065 0.1 0.3 0.0 -0.040
C -5.374 -1.965 0.543 -1.0 -0.1 1.3 0.613
C -6.564 -2.653 1.222 -0.1 -0.1 -0.8 -1.585
C -4.021 -4.647 -1.566 0.2 -0.1 -0.4 -0.685
H -5.833 -1.196 -0.080 0.6 -0.2 -0.7 -0.018
H -4.751 -1.483 1.290 0.1 0.0 0.0 -0.101
H -6.297 -3.531 1.805 0.2 0.2 0.2 0.348
H -7.221 -2.987 0.414 -0.1 -0.1 0.1 0.439
H -7.141 -1.936 1.807 0.1 0.0 0.2 0.339
H -3.009 -4.238 -1.599 0.2 -0.5 0.0 -0.062
H -4.321 -5.042 -2.533 0.1 0.2 -0.1 0.413
H -4.073 -5.483 -0.871 0.1 0.3 0.4 0.419
O -0.054 -1.052 1.922 0.6 0.1 -0.5 -0.540
C -0.905 -0.499 1.266 0.4 -0.4 0.6 -0.160
O -0.689 0.232 0.168 -0.2 0.5 0.3 0.046
C 0.665 0.385 -0.293 -0.1 -0.3 -0.5 2.760
C 0.669 1.374 -1.451 0.3 -0.9 0.3 -0.931
C -2.326 -0.516 1.663 -1.1 0.0 -0.7 1.405
H 0.923 -0.610 -0.653 0.5 0.3 0.0 -1.603
H 1.365 0.657 0.496 -0.3 -0.1 0.2 -0.748
H 1.645 1.277 -1.930 -0.1 0.1 -0.1 -0.438
H 0.542 2.419 -1.172 -0.3 -0.1 0.2 0.642
H -0.094 1.025 -2.147 0.0 0.4 -0.2 0.347
H -2.966 -0.582 0.781 0.1 0.4 -0.1 -0.778
H -2.513 0.433 2.163 -0.1 -0.1 0.1 -0.371
H -2.625 -1.375 2.258 0.5 0.1 0.4 0.279
O 5.860 -0.131 -4.508 -0.5 0.1 0.3 -0.564
C 5.285 -0.455 -5.518 0.1 -0.3 -0.4 0.815
O 3.976 -0.317 -5.775 0.4 -0.3 0.1 -0.418
C 3.094 0.170 -4.756 -0.2 1.3 -0.3 0.417
C 2.337 -0.954 -4.084 1.5 -0.2 0.4 -0.579
C 5.976 -1.130 -6.670 0.5 0.2 0.1 -1.214
H 2.481 0.896 -5.292 -0.4 -0.4 0.1 0.135
H 3.661 0.801 -4.064 0.1 -0.4 0.2 -0.282
H 1.895 -1.638 -4.805 -0.4 0.2 0.0 0.437
H 1.692 -0.586 -3.290 -0.4 0.0 -0.4 -0.172
H 3.105 -1.528 -3.551 -0.1 -0.2 0.0 0.337
H 5.689 -2.181 -6.660 -0.1 0.0 -0.3 0.308
H 7.050 -1.047 -6.513 0.0 -0.1 0.1 0.339
H 5.758 -0.657 -7.625 -0.4 -0.2 0.0 0.329
O 1.117 -6.326 -2.125 0.1 0.4 0.1 -0.566
C -0.037 -6.196 -1.803 0.8 -1.3 -0.1 0.761
O -0.491 -5.263 -0.964 -0.5 -0.1 0.3 -0.268
C 0.482 -4.401 -0.381 1.0 0.3 0.3 -0.567
C 0.832 -3.266 -1.306 0.2 0.8 0.2 0.349
C -1.101 -7.138 -2.297 -1.5 1.1 0.6 -0.966
H 1.373 -4.968 -0.099 -0.1 -0.2 -0.3 0.335
H 0.108 -4.005 0.565 -0.6 -0.2 -0.2 0.155
H 1.456 -3.537 -2.156 -0.2 -0.3 -0.1 0.688
H 1.396 -2.502 -0.760 0.1 -0.3 0.1 -0.520
H -0.078 -2.753 -1.630 0.0 -0.2 -0.2 -0.226
H -2.008 -6.927 -1.718 0.0 0.0 -0.2 0.152
H -0.928 -8.200 -2.166 0.7 0.1 -0.2 0.371
H -1.319 -6.852 -3.326 0.1 -0.4 -0.1 0.234
O -6.419 2.026 -2.316 -0.6 0.3 0.1 -0.614
C -5.692 1.630 -1.448 0.5 -0.1 -1.8 0.399
O -6.011 1.571 -0.160 0.2 -0.5 1.1 -0.002
C -7.304 1.988 0.228 -1.7 0.7 0.5 -0.536
C -7.614 1.701 1.694 0.4 -0.2 0.0 -0.762
C -4.304 1.115 -1.721 0.4 0.2 1.1 -0.178
H -8.110 1.508 -0.330 0.5 -0.2 -0.5 0.451
H -7.440 3.056 0.044 0.3 0.0 -0.2 0.368
H -7.116 2.374 2.390 0.3 -0.1 0.0 0.139
H -7.383 0.659 1.924 0.1 0.1 0.1 0.009
H -8.678 1.828 1.893 -0.1 0.0 -0.3 0.458
H -4.203 0.211 -1.117 0.4 -0.1 -0.3 -0.247
H -3.582 1.847 -1.343 0.0 -0.1 0.3 0.201
H -4.024 0.976 -2.758 -0.6 -0.2 -0.2 0.349
O 0.319 1.755 -4.972 0.2 0.4 0.7 -0.513
C -0.304 2.776 -5.145 0.2 -0.8 -1.0 0.846
O 0.093 4.003 -4.811 -0.3 0.3 0.4 -0.337
C 1.170 4.184 -3.882 0.8 -0.7 0.2 1.156
C 1.414 5.663 -3.769 -0.1 0.4 -0.3 -1.464
C -1.596 2.769 -5.907 -0.2 0.9 0.0 -0.921
H 2.075 3.658 -4.201 -0.1 0.1 -0.5 0.057
H 0.933 3.683 -2.941 -0.4 0.3 0.1 -0.521
H 0.583 6.177 -3.287 0.0 0.0 0.1 0.353
H 1.523 6.078 -4.773 -0.1 0.0 0.0 0.418
H 2.345 5.909 -3.258 -0.1 -0.2 0.2 0.269
H -2.352 2.261 -5.310 0.0 -0.1 -0.1 0.117
H -1.470 2.279 -6.869 0.1 -0.3 0.1 0.309
H -1.923 3.791 -6.096 -0.1 -0.1 0.1 0.334
O -0.521 -3.696 -7.043 0.3 0.1 0.5 -0.551
C -1.683 -3.735 -6.737 -0.2 -0.1 -1.4 0.699
O -2.246 -3.063 -5.741 -0.4 0.3 0.4 -0.349
C -1.389 -2.295 -4.893 1.0 -0.3 0.7 -0.119
C -2.202 -1.689 -3.797 -1.6 0.2 0.7 -0.702
C -2.694 -4.512 -7.569 0.1 0.7 0.7 -1.017
H -0.834 -1.524 -5.428 -0.2 -0.1 -0.3 0.323
H -0.647 -2.971 -4.460 0.1 0.0 -0.1 0.173
H -2.951 -0.989 -4.180 0.3 0.2 -0.1 0.431
H -1.644 -1.202 -2.996 0.4 0.1 -0.4 -0.008
H -2.837 -2.403 -3.260 0.3 -0.4 -0.2 0.247
H -2.414 -5.557 -7.466 -0.3 -0.1 -0.3 0.293
H -2.604 -4.149 -8.591 0.2 -0.3 -0.1 0.305
H -3.708 -4.293 -7.243 0.0 -0.3 0.1 0.269
```
Positions in Å, forces in eV/Å.